--- one ---
A 3-piece molecular cluster, C3H13NO2 overall, computed with ωB97M-V with the def2-TZVPD basis set.

Element x y z (Å)
C -1.53162 -1.43840 -0.05573
C -0.40800 -0.61643 -0.71590
N -0.98764 0.68016 -1.03919
C -0.06746 1.43736 -1.92827
H -1.26867 -2.49353 0.08527
H -2.41236 -1.43698 -0.68362
H -1.72371 -1.09424 0.96197
H -0.12934 -1.21216 -1.58996
H 0.53460 -0.53900 -0.15136
H -0.95742 1.21435 -0.17184
H -0.32934 2.48911 -2.06700
H 0.96296 1.55180 -1.56986
H -0.07149 0.87868 -2.85946
O 1.59453 -2.36963 2.60431
H 1.73214 -3.19202 2.15546
H 1.12240 -1.78052 2.03270
O 1.43721 2.46675 1.98473
H 0.96167 3.32257 1.92153
H 1.54154 2.13212 1.08622

- Structure (SMILES): CCNC.O.O
- Kohn-Sham gap: 10.0661 eV
- HOMO level: -9.5 eV
- LUMO energy: 0.55 eV

Mulliken population analysis, charges in e, atoms 1 to 4:
1. C -1.188
2. C -0.284
3. N -0.423
4. C -0.857

--- two ---
A 3-piece molecular cluster, C3H13NO2 overall, computed with ωB97M-V with the def2-TZVPD basis set.

Element x y z (Å)
C 0.83013 2.51378 -0.11566
C 0.53025 1.04365 -0.43020
C -1.02611 0.89505 -0.32008
N -1.60899 -0.37121 -0.72806
H 1.87767 2.63388 0.16336
H 0.33152 2.84324 0.79691
H 0.61260 3.17912 -0.94948
H 0.98039 0.67975 -1.34626
H 0.98349 0.46400 0.37555
H -1.36459 1.68230 -0.95848
H -1.28674 1.01784 0.72461
H -1.33873 -1.13738 -0.13328
H -1.63568 -0.55085 -1.71770
O -0.08821 -2.72381 2.07838
H -0.70200 -3.42700 1.82863
H 0.16322 -3.03309 2.96089
O 1.22312 -2.10612 -0.85380
H 0.49231 -1.81880 -1.40846
H 1.02634 -1.78434 0.03313

- Structure (SMILES): CCCN.O.O
- Kohn-Sham gap: 9.4335 eV
- HOMO level: -8.9 eV
- LUMO energy: 0.58 eV

Mulliken population analysis, charges in e, atoms 1 to 4:
1. C -1.366
2. C -0.085
3. C -0.632
4. N -0.538

--- three ---
C3H13NO2 as an isolated structure, computed with ωB97M-V with the def2-TZVPD basis set.

Element x y z (Å)
C 2.11609 -1.08874 0.12682
C 0.92648 -0.15028 0.01329
C 0.92582 1.02206 0.91010
N 0.65522 0.14662 -1.44062
H 1.82850 -2.09424 0.49355
H 2.51611 -1.18311 -0.90395
H 2.96058 -0.73390 0.71837
H -0.06624 -0.72718 0.26632
H 0.68121 0.58135 1.89273
H 1.84823 1.59482 0.87938
H 0.04576 1.69504 0.56371
H -0.36807 0.22724 -1.52039
H 0.93466 1.08384 -1.72234
H -0.69543 -1.39491 0.09117
H -2.56304 -0.53984 1.61702
O -1.69473 -0.38008 1.23237
H -1.91970 0.01388 0.14529
H -2.93963 0.22460 -1.32580
O -2.09700 0.51418 -0.96749

- Kohn-Sham gap: 7.5571 eV
- HOMO level: -9.3 eV
- LUMO energy: -1.71 eV

Mulliken population analysis, charges in e, atoms 1 to 4:
1. C -1.259
2. C 1.417
3. C -1.233
4. N -0.689

--- four ---
A 3-piece molecular cluster, C3H13NO2 overall, computed with ωB97M-V with the def2-TZVPD basis set.

Element x y z (Å)
C 1.03571 2.72997 0.17505
C 0.91297 1.24289 0.50889
C 1.78565 0.37849 -0.39576
N 1.70034 -1.06102 -0.13786
H 0.61771 3.04850 -0.77399
H 2.07851 3.02759 0.25302
H 0.55100 3.33538 0.92308
H 1.22018 1.13316 1.54699
H -0.11406 0.88306 0.40160
H 2.82036 0.69772 -0.33782
H 1.45303 0.51654 -1.43531
H 0.75798 -1.39451 -0.26138
H 2.32111 -1.40982 0.56346
O -3.90790 -2.04897 0.45522
H -4.48565 -2.53979 -0.13897
H -4.50921 -1.64808 1.09274
O -1.02078 -2.35222 -0.73817
H -1.50726 -2.51425 -1.55628
H -1.70967 -2.02461 -0.14451

- Structure (SMILES): CCCN.O.O
- Kohn-Sham gap: 8.5464 eV
- HOMO level: -8.1 eV
- LUMO energy: 0.44 eV

Mulliken population analysis, charges in e, atoms 1 to 4:
1. C -1.213
2. C -0.131
3. C -0.671
4. N -0.446

On energetic grounds, four is preferred over the next structure by 4.5 kcal/mol.

--- one ---
C5H4NO4 as an isolated structure, computed with ωB97M-V with the def2-TZVPD basis set.

Element x y z (Å)
C -0.49203 -0.58040 0.70849
C 0.39216 0.94120 -0.80957
C 2.32963 -0.90732 -0.11072
C -0.77268 0.00409 -0.64230
C 1.35623 0.45859 0.21095
N 0.58854 -0.20872 1.24169
O 3.48304 -0.79892 0.23915
O 0.24678 1.75914 -1.67991
O 1.66252 -1.67968 -0.76920
O 2.48409 1.69001 0.98115
H -1.24413 -1.37018 1.14159
H -0.96199 -0.53954 -1.52134
H -1.71994 0.56709 -0.52198
H 3.01420 0.95637 1.27062

- Kohn-Sham gap: 8.6794 eV
- HOMO level: -4.9 eV
- Total charge: -1
- LUMO energy: 3.80 eV

Mulliken population analysis, charges in e, atoms 1 to 4:
1. C -0.073
2. C 0.243
3. C 0.603
4. C -0.371

--- two ---
C5H4NO4 as an isolated structure, computed with ωB97M-V with the def2-TZVPD basis set.

Element x y z (Å)
C 3.48369 -1.17393 -0.06114
C 0.03796 -1.83219 0.13875
C 2.27425 -0.69194 0.15614
C -1.35675 -1.86082 0.19357
C 0.31708 0.52629 0.47994
N 0.86506 -0.81666 0.22834
O -1.94857 -1.89686 -1.09492
O 2.86205 0.52894 0.34418
O -2.07234 -2.09726 1.15345
O 4.61801 -1.48572 -0.23654
H 0.74682 1.23954 -0.22306
H -0.76785 0.48944 0.38416
H 0.58841 0.84959 1.48581
H -1.24670 -1.78557 -1.74994

- Kohn-Sham gap (alpha / beta): 6.0272 / 6.0288 eV
- HOMO level (alpha / beta): -2.6 / -2.6 eV
- Total charge: -1
- LUMO energy (alpha / beta): 3.47 / 3.47 eV

Mulliken population analysis, charges in e, atoms 1 to 4:
1. C 0.677
2. C -0.619
3. C 0.120
4. C 0.765

On energetic grounds, one is preferred over the next structure by 52.8 kcal/mol.

--- one ---
A single C4H5NO2S molecule, computed with ωB97M-V with the def2-TZVPD basis set.

Element x y z (Å)
H 2.14424 1.33078 0.07718
N 1.90143 0.32146 -0.21587
C 0.69989 0.07303 -0.14530
C 0.17979 -1.29678 -0.41906
C -1.12859 -1.51569 -0.15569
S -2.03597 0.02112 -0.02884
O -2.57718 0.19610 -1.32505
O -2.87433 0.20613 1.09623
C -0.52648 1.12553 0.19826
H 0.96576 -1.98566 -0.44563
H -1.67703 -2.35485 -0.36376
H -0.32757 1.48895 1.20978
H -0.37864 1.87747 -0.44625

- Structure (SMILES): [H]/N=C1/C=CS(=O)(=O)C1
- Kohn-Sham gap: 9.9419 eV
- HOMO level: -10.2 eV
- LUMO energy: -0.28 eV

Mulliken population analysis, charges in e, atoms 1 to 4:
1. H 0.263
2. N -0.658
3. C 0.566
4. C -0.454

--- two ---
C4H5NO2S as an isolated structure, computed with ωB97M-V with the def2-TZVPD basis set.

Element x y z (Å)
C 0.63383 1.53493 1.18331
C 0.80659 -0.12260 -0.41608
C -0.68482 0.24980 0.00309
C 1.65236 0.55257 0.67522
N -0.52202 1.46444 0.71495
O 0.54983 -1.42435 1.95686
O 2.92574 -1.45334 2.13972
S 1.74164 -0.79987 2.55651
H 0.81536 -1.22411 -0.58399
H 1.08228 0.16510 -1.45647
H -1.27025 0.28221 -0.86245
H -1.12567 -0.45148 0.70661
H 2.62620 1.03719 0.55147

- Kohn-Sham gap (alpha / beta): 8.2431 / 6.9446 eV
- HOMO level (alpha / beta): -9.3 / -9.3 eV
- LUMO energy (alpha / beta): -1.06 / -2.35 eV

Mulliken population analysis, charges in e, atoms 1 to 4:
1. C 0.175
2. C -0.535
3. C -0.414
4. C -0.323

--- three ---
A single C4H5NO2S molecule, computed with ωB97M-V with the def2-TZVPD basis set.

Element x y z (Å)
O 0.12036 2.30321 -0.15407
C -0.03734 1.08831 -0.23185
C 0.77841 0.23046 -1.09570
N 1.64987 -0.77938 -0.95639
O 2.12394 -0.61228 0.45769
C -1.34074 0.64108 0.40920
C -1.21075 -0.76387 0.85453
S -2.04748 -0.55261 -0.79679
H 0.82739 0.46581 -2.21370
H 2.72325 -1.28519 0.61773
H -1.59688 1.55227 0.96143
H -0.26328 -1.03042 0.39595
H -1.72676 -1.25738 1.75196

- Structure (SMILES): O=C(/C=N\O)[C@@H]1CS1
- Kohn-Sham gap: 9.0783 eV
- HOMO level: -9.2 eV
- LUMO energy: -0.12 eV

Mulliken population analysis, charges in e, atoms 1 to 4:
1. O -0.556
2. C 0.592
3. C -0.296
4. N -0.310

--- four ---
A single C4H5NO2S molecule, computed with ωB97M-V with the def2-TZVPD basis set.

Element x y z (Å)
C 1.62066 0.21968 1.03328
C 0.22049 -0.24809 0.87124
O -0.40703 -0.97771 1.68714
N -0.56747 0.05364 -0.38117
C -1.99882 0.07227 -0.11487
O -2.90950 -0.02566 -0.95896
C -0.13487 -0.00945 -1.66083
S 1.27115 -0.14728 -2.42091
H 1.83962 1.15867 0.63295
H 1.82397 0.15329 2.20308
H 2.35030 -0.52706 0.63031
H -2.20261 0.08702 0.95193
H -0.90589 0.19068 -2.47322

- Structure (SMILES): CC(=O)N(C=O)C=S
- Kohn-Sham gap: 8.4869 eV
- HOMO level: -9.0 eV
- LUMO energy: -0.52 eV

Mulliken population analysis, charges in e, atoms 1 to 4:
1. C -1.135
2. C 0.661
3. O -0.526
4. N 0.143

On energetic grounds, four is preferred over the next structure by 31.6 kcal/mol.

--- one ---
An isolated ion of composition C6H11N and charge -1, computed with ωB97M-V with the def2-TZVPD basis set.

Element x y z (Å)
C -0.39564 2.98612 -0.39396
C 0.20762 1.96348 0.48978
C -0.26403 0.70919 0.60430
N 0.17638 -0.31704 1.37878
C 0.06953 -1.70057 0.90548
C -0.08659 -2.29560 -1.51191
C 0.65717 -2.00911 -0.41573
H 0.43099 3.62869 -0.72782
H -0.74855 2.61101 -1.37133
H -1.26885 3.46224 0.05896
H 1.00096 2.26303 1.16067
H -0.90232 0.37129 -0.21801
H 0.89556 -0.23327 2.08748
H -1.03186 -1.85333 0.84466
H 0.31837 -2.39449 1.73154
H -1.16065 -2.24545 -1.63385
H 0.40079 -2.70805 -2.39083
H 1.70114 -2.23813 -0.59823

- Multiplicity: 2
- Kohn-Sham gap (alpha / beta): 2.7078 / 7.6189 eV
- HOMO level (alpha / beta): 1.2 / -3.8 eV
- Total charge: -1
- Expectation value of S²: 0.7518
- LUMO energy (alpha / beta): 3.94 / 3.84 eV

Mulliken population analysis, charges in e, atoms 1 to 4:
1. C -1.045
2. C -0.661
3. C -0.137
4. N -0.008

--- two ---
An isolated ion of composition C6H11N and charge -1, computed with ωB97M-V with the def2-TZVPD basis set.

Element x y z (Å)
C 0.97694 1.71435 0.97838
N 0.41299 -1.10266 1.31809
C -0.11018 -0.44106 0.18159
C 0.13074 0.90852 0.04489
C -0.29600 1.59614 -1.22011
C -0.79056 -2.76627 -0.55789
C -0.65422 -1.35289 -0.80193
H 1.08550 1.32129 1.98807
H 1.98606 1.85084 0.55511
H 0.58847 2.74139 1.05267
H -0.13840 -1.75139 1.83865
H 1.09185 -0.65284 1.90781
H 0.50400 1.71690 -1.96394
H -0.66100 2.60571 -0.97201
H -1.15193 1.06831 -1.62725
H -1.46487 -3.16984 0.20008
H -0.33754 -3.42424 -1.30138
H -1.17185 -0.86227 -1.62082

- Multiplicity: 2
- Kohn-Sham gap (alpha / beta): 4.7860 / 5.2476 eV
- HOMO level (alpha / beta): -0.7 / -1.1 eV
- Total charge: -1
- Expectation value of S²: 0.7654
- LUMO energy (alpha / beta): 4.12 / 4.11 eV

Mulliken population analysis, charges in e, atoms 1 to 4:
1. C -1.345
2. N -0.526
3. C 0.261
4. C 0.580

--- three ---
An isolated ion of composition C6H11N and charge -1, computed with ωB97M-V with the def2-TZVPD basis set.

Element x y z (Å)
C -1.38604 0.13223 -2.64600
C -0.38764 -0.39992 -1.64236
N 0.81485 -1.29157 0.90579
C 0.20628 -0.01466 0.83370
C -0.42885 0.35284 -0.32511
C 1.23399 0.67697 3.03346
C 0.23082 0.74355 2.04599
H -1.42955 -0.53675 -3.51644
H -1.13209 1.08952 -3.08443
H -2.38295 0.07881 -2.21545
H -0.53435 -1.47858 -1.48231
H 0.65970 -0.38003 -1.97856
H 1.03086 -1.66365 -0.01466
H 1.68276 -1.42085 1.41362
H -0.86252 1.34421 -0.39550
H 1.42111 1.52764 3.68402
H 1.86519 -0.18740 3.21024
H -0.60158 1.42765 2.17400

- Multiplicity: 2
- Kohn-Sham gap (alpha / beta): 3.5722 / 6.2748 eV
- HOMO level (alpha / beta): 0.4 / -2.3 eV
- Total charge: -1
- Expectation value of S²: 0.7627
- LUMO energy (alpha / beta): 4.02 / 3.98 eV

Mulliken population analysis, charges in e, atoms 1 to 4:
1. C -1.382
2. C -0.269
3. N -0.491
4. C 0.124

On energetic grounds, three is preferred over the next structure by 15.8 kcal/mol.